Entry from the OMol25 dataset: a molecular structure, C6H9BeO4 (ωB97M-V with the def2-TZVPD basis set).

```
20
Properties=species:S:1:pos:R:3:forces:R:3:nbo_charge:R:1
H -1.682 -1.625 2.477 0.0701 0.6503 -0.2230 0.216
H -1.117 3.792 0.208 0.2472 -0.1533 -0.0250 0.240
H -1.190 -1.759 -0.984 0.2713 -0.1098 0.2040 0.220
C -0.448 -2.299 -0.388 -0.1615 0.4167 -1.7648 0.022
H -1.243 1.325 -0.293 0.0563 0.1526 -0.0163 0.166
H -0.839 2.267 -1.745 0.1202 -0.1113 0.2618 0.214
O 0.706 1.212 -0.965 -0.0673 -0.7817 0.2735 -0.448
Be 1.083 -0.864 0.746 1.2198 -4.9744 3.8186 1.622
H 0.928 -2.265 -1.929 0.0595 0.0208 0.4232 0.268
C 0.945 0.141 -0.252 0.2163 7.9016 -5.7858 0.024
O 0.335 -1.380 2.144 -0.6326 1.6632 -1.5196 -0.703
C 0.742 -2.585 -0.903 -0.2985 -1.3058 0.4827 -0.421
O 2.102 -0.329 -0.437 -0.4251 -1.1016 1.7327 -0.690
H 0.570 3.826 -0.364 -0.2176 -0.1952 0.1386 0.238
C -0.200 3.197 0.103 0.0872 0.1064 0.1192 -0.639
H 1.461 -3.253 -0.429 -0.0661 0.2633 -0.0119 0.255
H 0.140 2.905 1.107 -0.0700 0.1069 -0.2325 0.212
C -0.823 -1.675 1.799 1.1794 -3.8759 1.8064 0.722
O -0.981 -2.612 0.853 -0.8686 1.2541 0.4166 -0.449
C -0.489 1.981 -0.746 -0.7200 0.0732 -0.0985 -0.068
```
Forces are in eV/Å.

Output
E_LUMO: -0.203 hartree
strongest force on any atom: 9.796 eV Å⁻¹
Kohn-Sham gap: 9.308 eV
total charge: +1
ΔE to the lowest compared entry with this formula, charge and spin: 0.0 kcal/mol